1.
Entry from the OMol25 dataset: C2F30NO4P4S2V as an isolated structure (ωB97M-V/def2-TZVPD).

```
44
Properties=species:S:1:pos:R:3
V -3.8598 30.6445 17.6949
S -3.5468 33.8833 17.5288
S -6.0828 33.2958 17.3504
P -0.2757 29.9194 19.0786
P -3.5023 30.4559 14.4618
P -4.4461 29.9252 20.6885
P -4.2865 26.6995 17.5962
F -4.1110 26.7280 15.9966
F -5.2592 29.6471 19.2870
F -0.8753 28.4049 19.1809
F -2.7812 28.9688 14.4348
F -2.7984 35.4653 19.5098
F 1.0469 29.4762 19.8230
F -2.7145 30.8210 15.8806
F -4.6325 25.1563 17.3189
F -7.3868 31.9758 19.2981
F 0.4858 29.4346 17.6850
F -7.0686 30.7473 17.5229
F -1.6369 30.4458 18.2739
F -3.8284 28.2875 17.5239
F -8.6208 32.2768 17.4665
F -0.9492 30.1579 20.5619
F -2.2271 30.7633 13.5311
F -2.7738 26.1455 17.6515
F -3.4535 30.1956 21.9427
F 0.4408 31.4336 18.8829
F -5.8443 27.1327 17.4365
F -4.3191 30.0832 13.1720
F -2.2442 33.4124 19.8027
F -4.6888 29.9103 15.4206
F -3.7046 31.1073 19.9444
F -4.3762 34.0564 19.9240
F -3.2486 28.9456 20.1132
F -5.4530 30.9931 21.3395
F -5.1448 28.6144 21.4167
F -4.5064 26.6816 19.2276
F -4.0375 31.9912 14.3518
O -4.0243 35.1526 16.9494
O -6.3845 33.5037 15.9074
O -6.3344 34.4523 18.2019
O -2.3734 33.3359 16.8635
N -4.7122 32.4993 17.6196
C -3.2357 34.2558 19.3902
C -7.3747 31.9493 17.9797
```

Properties
F_max = 5.3 eV/Å
LUMO energy (spin up / spin down) = 6.20 / 6.20 eV
2S+1 = 4
total charge = -3
HOMO level (spin up / spin down) = -2.04 / -3.69 eV
<S²> = 3.7526
orbital gap (spin up / spin down) = 8.235 / 9.887 eV

---

2.
Entry from the OMol25 dataset: a 2-piece molecular cluster, C5H16N3O overall (ωB97M-V/def2-TZVPD).

```
25
Properties=species:S:1:pos:R:3
O 2.5125 -1.2305 -0.5263
N 0.0609 -1.3637 -0.0970
N 2.8924 0.2335 1.1254
N 3.3317 0.7564 -1.1148
C 2.9317 -0.0812 -0.1771
C -2.2545 1.5432 -0.2987
C -2.6888 -0.8123 0.8516
C -0.4739 -0.0028 -0.1568
C -1.9820 0.0469 -0.2172
H -3.5246 -0.3141 1.0153
H 3.5122 1.7606 -1.0351
H -1.7170 2.1312 0.5850
H 3.0045 0.4248 -2.1046
H -3.3312 1.6517 -0.2318
H -2.2725 -0.2671 -1.3378
H -2.1751 -0.6884 1.8031
H 3.4129 0.9877 1.5629
H -2.6769 -1.9139 0.7721
H -0.0421 -1.8523 -1.0413
H -0.1265 0.6807 0.7005
H 1.1837 -1.4148 -0.1183
H -2.0660 1.9137 -1.2848
H -0.1967 -1.8696 0.6656
H 2.7432 -0.5831 1.7931
H -0.0579 0.2632 -1.1328
```

Properties
F_max = 4.8 eV/Å
LUMO energy = -2.84 eV
total charge = +1
HOMO level = -14.48 eV
orbital gap = 11.640 eV

---

3.
Entry from the OMol25 dataset: one molecule with the formula C19H16N2OS (ωB97M-V/def2-TZVPD).

```
39
Properties=species:S:1:pos:R:3
S -4.9761 1.2060 -0.2661
O 2.1981 1.8849 -1.5653
N -4.9132 -1.1616 -1.2891
N 2.4016 0.3050 0.0745
C -0.6365 1.7493 -1.1831
C -1.9586 1.9424 -0.8393
C -1.4165 1.5385 1.4588
C -4.4361 -0.4694 -0.2658
C 1.7267 1.2475 -0.6474
C -2.3648 1.8331 0.4859
C -3.6159 -1.0292 0.7109
C 6.3662 -0.9975 -0.1453
C -3.2713 -2.3613 0.5755
C 3.7342 -0.1038 -0.0371
C -3.7584 -3.0875 -0.5016
C -4.5879 -2.4343 -1.3999
C 0.3077 1.4250 -0.2128
C -0.0927 1.3342 1.1164
C 4.1580 -1.1550 0.7746
C 5.4653 -1.5971 0.7190
C 4.6403 0.4979 -0.9049
C -3.7968 2.0441 0.8654
C 5.9467 0.0466 -0.9519
H -4.0006 1.7305 1.8895
H 6.6434 0.5192 -1.6279
H 5.7809 -2.4125 1.3531
H 4.3163 1.3087 -1.5349
H -2.6889 2.1761 -1.5996
H -3.2621 -0.4559 1.5505
H 7.3879 -1.3432 -0.1885
H -2.6331 -2.8295 1.3114
H 1.8655 -0.2083 0.7605
H -5.0111 -2.9460 -2.2541
H -1.7132 1.4782 2.4971
H 0.6273 1.1368 1.8985
H -3.5065 -4.1273 -0.6349
H 3.4564 -1.6252 1.4511
H -0.3123 1.8437 -2.2081
H -4.0699 3.0965 0.7650
```

Properties
F_max = 0.7 eV/Å
LUMO energy = 0.35 eV
HOMO level = -8.56 eV
SMILES = O=C(Nc1ccccc1)c1ccc(CSc2ccccn2)cc1
orbital gap = 8.908 eV